(1)
{
  "formula": "C8H18NSi",
  "method": "ωB97M-V with the def2-TZVPD basis set",
  "largest_force_ha_per_bohr": 0.097,
  "homo_ha": -0.4727,
  "multiplicity": 1,
  "lumo_energy_ev": -2.64,
  "de_lowest_kj_mol": 303.8,
  "total_charge": 1,
  "symbols": ["N", "H", "H", "C", "H", "H", "C", "H", "H", "C", "H", "H", "H", "H", "C", "C", "H", "H", "H", "H", "H", "C", "H", "C", "H", "C", "Si", "H"],
  "coordinates": [[1.02195, -0.85350, -0.06066], [-3.94122, -0.80309, 0.76442], [-1.30506, 2.90494, 0.01941], [-3.34103, -0.38971, -0.14804], [-0.94981, -1.94269, 0.22725], [1.17036, 0.19036, 0.12928], [-0.39967, -0.94577, 0.23461], [-0.29011, 2.24297, -0.97463], [2.20514, -0.72404, -1.95203], [-1.30672, 2.15184, -0.62571], [3.12531, -1.70750, 0.36002], [1.67178, -2.74567, 0.31560], [-4.08954, 0.21586, -0.83846], [-1.10007, -0.87977, 2.33775], [-0.69794, -0.28018, 1.66514], [2.07373, 1.83738, 0.89428], [0.62059, -0.17603, -1.85436], [2.71630, 2.09754, -1.24438], [0.05814, 0.27900, 2.21199], [-3.20841, -1.25966, -0.66856], [1.60301, 1.98251, 1.81497], [1.15662, -0.95982, -1.49989], [0.67759, -1.89686, -1.99079], [2.24822, 2.15941, -0.28250], [-1.95146, 2.29029, -1.40636], [2.04509, -1.79284, 0.60291], [-1.73739, 0.52797, 0.23671], [1.92458, -1.52292, 1.73204]],
  "lowdin_charge": [-0.25, 0.08, -0.01, -0.19, 0.14, 0.09, -0.32, 0.01, 0.14, -0.13, 0.11, 0.08, 0.09, 0.00, -0.16, 0.04, 0.04, 0.06, 0.05, -0.03, 0.04, -0.06, 0.15, 0.06, 0.01, 0.04, 0.79, 0.13]
}

(2)
{
  "formula": "C8H18O11Zn2",
  "method": "ωB97M-V with the def2-TZVPD basis set",
  "largest_force_ha_per_bohr": 0.079,
  "homo_ha": -0.2825,
  "multiplicity": 1,
  "lumo_energy_ev": -5.16,
  "de_lowest_kj_mol": 0.0,
  "symbols": ["O", "H", "H", "C", "H", "C", "O", "O", "H", "H", "Zn", "H", "O", "O", "H", "C", "H", "C", "C", "O", "C", "H", "O", "O", "H", "H", "O", "H", "H", "H", "H", "H", "C", "O", "H", "H", "C", "Zn", "O"],
  "coordinates": [[1.20516, -0.87265, -2.11868], [0.16156, -3.69426, 1.70769], [-2.64915, 2.69772, -0.83192], [0.76383, -1.71157, -2.91513], [0.57373, 0.77790, 2.11609], [4.76120, 1.57841, 0.86333], [2.55383, 0.88729, 0.17661], [-0.91470, 3.65604, 1.61709], [4.88852, 1.51401, 1.93982], [4.40384, 2.57639, 0.60256], [0.81974, 0.67328, -0.84868], [-0.39715, -4.96902, 2.32832], [4.18708, -0.61296, 0.17385], [0.42285, -4.48316, 2.19494], [0.66862, 0.19349, 3.52615], [0.60910, -1.33983, -4.36773], [-5.20636, 0.70341, -0.24445], [3.77952, 0.55612, 0.24861], [-0.86585, -1.42601, 0.72020], [-0.80750, -2.55472, 0.06625], [-2.13800, -1.12091, 1.50600], [-2.53946, 4.36633, 0.03473], [0.79582, 1.00898, 3.03205], [0.42793, -2.89049, -2.52356], [-2.95514, -1.60045, 0.97051], [-4.67435, 1.00406, 1.15137], [-0.07929, 2.20687, 0.21414], [1.01317, -0.34946, -4.56405], [5.71706, 1.40669, 0.36834], [-0.45177, -1.30680, -4.61939], [1.14599, -2.03863, -5.00754], [-2.03753, -1.56298, 2.49532], [-0.96022, 3.08986, 0.53087], [0.09830, -0.67613, 0.66861], [-2.28372, -0.04436, 1.49376], [-1.65285, 4.10273, -1.30077], [-2.05071, 3.52565, -0.45864], [-1.19142, -3.60324, -1.58797], [-5.14164, 0.33239, 0.64128]],
  "lowdin_charge": [0.02, -0.01, 0.05, -0.61, -0.02, -0.01, -0.11, 0.04, 0.08, 0.07, 0.91, 0.03, -0.02, -0.05, 0.02, 0.02, 0.03, -0.69, -0.60, -0.16, 0.04, 0.07, -0.06, -0.11, 0.07, 0.04, -0.12, 0.09, 0.07, 0.09, 0.09, 0.10, -0.69, 0.03, 0.09, 0.07, -0.02, 1.23, -0.06]
}

(3)
{
  "formula": "C8H18OSi",
  "method": "ωB97M-V with the def2-TZVPD basis set",
  "largest_force_ha_per_bohr": 0.091,
  "homo_ha": -0.2769,
  "multiplicity": 1,
  "lumo_energy_ev": 0.50,
  "de_lowest_kj_mol": 389.5,
  "symbols": ["H", "C", "C", "H", "H", "H", "H", "H", "H", "H", "H", "C", "H", "H", "O", "H", "C", "H", "H", "C", "C", "H", "H", "C", "C", "H", "Si", "H"],
  "coordinates": [[0.44366, -0.93547, 2.11723], [-2.84165, 0.96862, -1.80341], [1.64308, -1.15969, -0.60662], [1.14167, -2.03716, -0.92362], [1.91053, 2.92998, 1.33350], [-2.09276, -1.87450, 0.82830], [-3.45562, 0.79188, -2.70300], [3.26180, -0.07702, -1.54195], [-2.23822, 0.59992, 1.52124], [-2.93558, 2.03234, -1.37696], [-1.04878, -2.50194, 2.06487], [-1.91396, 0.06829, -1.68517], [-1.73243, -0.34675, 3.10568], [1.88562, 3.33209, -0.35882], [1.42382, 1.43399, 0.14295], [-0.81310, 1.28707, 2.35848], [2.61322, -0.94532, -1.81684], [-1.83694, -0.92573, -2.07700], [3.29095, -1.70553, -1.94334], [-1.06852, -1.94152, 1.10489], [1.40227, 2.78497, 0.43051], [2.00295, -0.95457, -2.73793], [0.40097, 3.12322, 0.52239], [-1.35060, 0.27669, 2.16992], [-0.35256, -0.57944, 1.48095], [2.35934, -1.27957, 0.18308], [0.47061, 0.18345, -0.06310], [-0.56976, -2.54829, 0.27381]],
  "lowdin_charge": [0.09, -0.19, -0.30, 0.04, 0.07, 0.05, 0.04, 0.08, 0.09, 0.06, 0.08, -0.11, 0.12, 0.09, -0.24, 0.09, -0.15, 0.00, 0.02, -0.13, -0.12, 0.08, 0.08, -0.17, -0.52, 0.07, 0.71, 0.07]
}

(4)
{
  "formula": "C8H19BN7O5S",
  "method": "ωB97M-V with the def2-TZVPD basis set",
  "largest_force_ha_per_bohr": 0.016,
  "homo_ha": -0.4648,
  "multiplicity": 1,
  "lumo_energy_ev": -2.97,
  "de_lowest_kj_mol": 0.0,
  "total_charge": 1,
  "symbols": ["C", "O", "H", "O", "H", "H", "C", "S", "N", "O", "N", "H", "H", "N", "H", "H", "C", "H", "H", "N", "H", "N", "C", "H", "B", "N", "N", "H", "H", "C", "O", "H", "O", "H", "C", "H", "H", "C", "C", "H", "H"],
  "coordinates": [[0.05005, -3.42029, 3.77101], [-0.70272, -2.95862, 2.73610], [-2.20464, -1.78898, -2.11388], [1.36229, -3.14294, 3.54825], [-0.70435, -0.07439, -4.15633], [-3.82071, 2.10460, -1.00636], [-0.26486, 1.27938, -0.89448], [1.20760, 1.92141, -3.25409], [-1.75813, 1.05178, -2.72213], [-3.62502, 1.54762, -0.24601], [-2.44698, -0.47332, 0.52611], [1.92771, 0.69614, 2.35476], [-0.97966, -2.26434, -3.26688], [0.84002, 1.62290, -1.61828], [-0.51647, -1.31346, -1.85706], [3.93955, 1.60439, 1.27914], [1.29259, 1.57290, 0.55318], [-0.01365, -1.10234, 2.19078], [-3.33164, -0.97669, 0.55473], [1.82934, 1.80233, -0.63780], [-0.18366, -2.26355, 0.86239], [0.01354, 1.25476, 0.42308], [-1.29312, -1.45428, -2.60852], [1.36566, 2.37035, 2.45325], [-2.57355, 0.70075, -0.31245], [3.32214, 2.24384, 1.76906], [-1.48423, 1.00870, -1.33698], [3.19754, 3.06761, -0.85159], [3.71326, 2.32864, 2.70072], [1.50886, -2.67456, 2.21019], [-0.37517, -3.97519, 4.72375], [2.29108, -1.91876, 2.17280], [3.08194, 2.11599, -1.01341], [1.78838, -3.51169, 1.56803], [0.11758, -2.14790, 1.89983], [-2.26529, -0.22847, 1.49673], [-2.71075, 1.36069, -2.84669], [-1.53112, -0.21870, -3.46327], [1.98230, 1.68060, 1.87469], [0.37095, 2.96155, -3.38404], [-2.41668, -0.38844, -4.07829]],
  "lowdin_charge": [-0.56, 0.06, 0.08, 0.06, 0.07, 0.11, -0.31, 0.95, 0.00, 0.22, 0.18, 0.12, 0.09, -0.30, 0.06, 0.08, -0.21, 0.10, 0.10, -0.10, 0.12, 0.22, -0.07, 0.14, -0.61, 0.02, 0.05, 0.15, 0.09, -0.12, 0.19, 0.12, 0.07, 0.14, -0.15, 0.09, 0.12, -0.23, -0.16, -0.09, 0.12]
}

(5)
{
  "formula": "C8H19F6NO8S2V",
  "method": "ωB97M-V with the def2-TZVPD basis set",
  "s2": 3.754,
  "largest_force_ha_per_bohr": 0.051,
  "homo_ha": [-0.2630, -0.3276],
  "multiplicity": 4,
  "lumo_energy_ev": [0.09, 0.07],
  "de_lowest_kj_mol": 0.0,
  "symbols": ["F", "H", "H", "F", "S", "O", "H", "H", "H", "O", "O", "H", "F", "H", "H", "H", "O", "H", "N", "H", "H", "C", "H", "H", "H", "F", "C", "V", "O", "C", "H", "H", "C", "F", "C", "C", "C", "C", "O", "F", "S", "O", "H", "H", "O"],
  "coordinates": [[-12.62758, -21.75922, 7.26192], [-12.72559, -15.57615, 11.96162], [-7.01082, -18.54932, 7.70946], [-14.30517, -18.77534, 7.57346], [-12.11014, -18.55245, 6.18897], [-8.39693, -18.82143, 10.15222], [-10.43582, -20.48324, 10.99310], [-7.76560, -19.52351, 9.95586], [-12.51265, -21.54203, 12.22219], [-11.46436, -17.48640, 5.49675], [-10.15990, -20.52798, 5.46916], [-13.33709, -14.64558, 10.60505], [-14.17147, -16.98345, 6.36134], [-8.94739, -17.81666, 6.09433], [-6.38329, -17.68503, 6.27097], [-8.80903, -16.23687, 8.44890], [-11.03558, -20.06710, 10.36294], [-14.05615, -20.81614, 11.65777], [-11.19332, -19.14055, 7.41079], [-11.49144, -15.55066, 9.15792], [-12.20609, -19.07530, 11.76008], [-11.44638, -15.63812, 10.23997], [-8.29329, -16.20065, 6.23123], [-13.40646, -16.39613, 10.55128], [-12.87596, -19.34413, 10.12214], [-13.04676, -17.13630, 8.21159], [-11.33145, -21.97363, 7.35586], [-10.10754, -18.53870, 9.09767], [-12.74716, -19.55903, 5.43826], [-13.02480, -21.05770, 11.39330], [-13.09699, -21.74354, 10.54818], [-6.54100, -16.82748, 7.76137], [-12.31320, -19.78963, 10.94275], [-11.05213, -22.28832, 8.61840], [-13.49178, -17.81902, 7.13867], [-12.79033, -15.55062, 10.87049], [-8.39527, -17.15883, 6.75493], [-7.01367, -17.61169, 7.16176], [-9.17048, -20.49108, 7.69334], [-10.98354, -22.96624, 6.56616], [-10.34619, -20.47024, 6.86484], [-9.23892, -16.91454, 7.91794], [-10.72260, -17.07022, 11.44186], [-10.78946, -14.83769, 10.59715], [-10.82230, -16.91788, 10.49804]],
  "lowdin_spin": [0.00, 0.00, 0.00, 0.00, 0.01, 0.06, 0.00, 0.00, 0.00, 0.00, 0.00, 0.00, 0.00, 0.00, 0.00, 0.00, 0.02, 0.00, 0.04, 0.00, 0.00, 0.00, 0.00, 0.00, 0.00, 0.01, 0.00, 2.75, 0.00, 0.00, 0.00, 0.00, 0.01, 0.00, 0.00, 0.00, 0.00, 0.00, 0.01, 0.00, 0.01, 0.02, 0.00, 0.00, 0.03]
}

(6)
{
  "formula": "C8H19InNO4Tb",
  "method": "ωB97M-V with the def2-TZVPD basis set",
  "s2": 12.649,
  "largest_force_ha_per_bohr": 0.025,
  "homo_ha": [-0.5151, -0.5153],
  "multiplicity": 7,
  "lumo_energy_ev": [-7.42, -8.67],
  "total_charge": 2,
  "symbols": ["O", "H", "C", "N", "H", "C", "H", "C", "O", "H", "H", "C", "H", "In", "H", "C", "C", "H", "H", "H", "H", "H", "H", "Tb", "H", "C", "H", "O", "O", "H", "H", "C", "H", "H"],
  "coordinates": [[-1.40512, 1.96352, 2.21601], [-2.05662, 2.61265, 0.00355], [-1.82613, 0.94227, 1.34306], [-2.94506, 1.03274, -0.91924], [0.61256, -2.11396, 0.93842], [3.72463, 1.24708, -0.00522], [-0.94872, 0.49968, 0.84776], [-1.64246, -1.11588, -1.45269], [2.66457, 0.46140, -0.49287], [-2.30823, 0.49571, -2.78594], [-3.57025, 2.07801, 0.75786], [4.29044, 0.75653, 1.29559], [4.82862, -0.18276, 1.15252], [1.17826, -1.90625, -0.66902], [3.25783, -0.69295, -2.10606], [-2.64229, 1.72918, 0.30826], [2.99089, -0.80963, -1.05244], [-1.01911, 0.95284, -1.61722], [3.48692, 0.57331, 2.00850], [-2.04827, -0.61496, 2.81168], [-1.80124, -1.29206, -0.38307], [-3.52543, 0.30313, 2.50124], [-2.97068, -0.90287, 1.33962], [1.52622, -5.13960, -2.55459], [1.57070, -3.70113, -1.26007], [-1.97272, 0.43619, -1.75477], [-2.38613, -1.68854, -2.01940], [4.03663, 2.22500, -0.59670], [-0.36830, -1.32799, -1.89334], [-1.31595, 1.63949, 3.11855], [4.97967, 1.49943, 1.68760], [-2.63856, -0.12852, 2.03264], [3.82459, -1.30394, -0.54448], [-3.80726, 1.32480, -1.37231]],
  "lowdin_spin": [0.00, 0.04, 0.02, 0.58, 0.00, 0.00, 0.00, 0.08, 0.00, 0.01, 0.00, 0.00, 0.00, 0.02, 0.00, 0.07, 0.00, 0.02, 0.00, 0.00, 0.00, 0.00, 0.00, 4.92, 0.07, 0.09, 0.01, 0.00, 0.04, 0.00, 0.00, 0.01, 0.00, 0.01]
}